[1]
Below is a molecular structure, C11H26FeN4O7S, with properties calculated with wB97M-V/def2-TZVPD.

Calculated values
HOMO-LUMO gap (alpha / beta) (hartree): 0.1692 / 0.1274
2S+1: 5
Strongest force on any atom (Eh/bohr): 0.075
Lowest unoccupied orbital energy (alpha / beta) (eV): -1.39 / -1.84

XYZ file:
```
50
C11H26FeN4O7S wB97M-V/def2-TZVPD
O -5.064 0.949 0.039
H -4.435 1.650 -0.235
Fe -0.285 0.371 -0.248
N -1.422 -0.745 0.747
N -0.382 1.355 1.361
N 0.223 -0.737 -1.806
N 1.439 1.226 -0.930
O -1.524 -1.992 0.548
O -0.420 -1.855 -2.289
O 2.064 2.332 -0.444
O 0.363 2.335 1.684
C -1.424 1.025 2.210
C -2.032 -0.199 1.832
C 1.362 -0.468 -2.477
C 2.057 0.659 -1.980
C -3.207 -0.870 2.441
H -3.963 -1.040 1.666
H -3.610 -0.206 3.208
H -2.894 -1.821 2.894
C -1.897 1.984 3.249
H -2.150 2.943 2.780
H -1.103 2.135 3.990
H -2.785 1.550 3.716
C 1.879 -1.288 -3.618
C 3.329 1.156 -2.600
H 1.092 -1.921 -4.056
H 2.724 -1.930 -3.305
H 2.291 -0.608 -4.385
H 3.867 1.821 -1.905
H 3.096 1.711 -3.530
H 3.961 0.297 -2.898
H -1.292 -1.942 -1.843
H 1.521 2.582 0.367
C -1.253 1.797 -1.236
H -2.351 1.819 -1.342
H -0.665 1.581 -2.151
H -0.878 2.677 -0.689
O -3.954 -1.715 -2.165
H -4.602 -1.210 -1.648
H -3.225 -1.052 -2.305
C 1.876 -1.644 2.942
S 2.233 -0.498 1.607
C 3.587 -1.341 0.774
O 1.057 -0.912 0.701
H 2.735 -1.661 3.628
H 1.671 -2.587 2.412
H 0.962 -1.265 3.426
H 3.132 -2.290 0.449
H 3.881 -0.716 -0.087
H 4.412 -1.446 1.499
```

[2]
Below is 9 unconnected molecules or ions with the total composition C3H24NO8S, with properties calculated with wB97M-V/def2-TZVPD.

Calculated values
HOMO-LUMO gap (hartree): 0.2254
2S+1: 1
Strongest force on any atom (Eh/bohr): 0.145
Lowest unoccupied orbital energy (eV): 2.37
Total charge: -1

XYZ file:
```
37
C3H24NO8S wB97M-V/def2-TZVPD
C -2.747 -1.380 0.557
N -1.588 -1.232 -0.446
C -0.231 -1.356 0.260
C 0.869 -0.850 -0.648
S 2.606 -1.027 0.126
H -2.548 -0.885 1.502
H -3.020 -2.534 0.612
H -3.669 -1.067 0.021
H -1.741 -1.985 -1.100
H -0.227 -0.632 1.098
H -0.155 -2.414 0.657
H 0.705 0.226 -0.868
H 0.829 -1.310 -1.687
H -2.094 0.796 -3.557
H -1.301 -0.011 -2.600
O -1.204 0.405 -3.467
H -1.395 2.816 1.750
H -1.419 3.454 0.357
O -0.897 3.452 1.151
H 2.766 0.592 2.494
H 2.531 1.286 3.842
O 2.210 1.278 3.034
H 1.963 -1.867 3.047
H 0.641 -1.975 3.474
O 1.527 -2.292 3.799
H 0.249 -2.742 -2.422
H 0.836 -3.427 -1.065
O 0.127 -3.501 -1.833
H 2.387 3.436 0.962
H 3.045 2.809 2.194
O 3.208 3.394 1.434
H 1.142 1.541 -4.080
H 2.393 1.121 -3.281
O 1.982 1.834 -3.798
H -1.954 0.983 -0.328
H -3.322 1.345 -0.786
O -2.501 1.721 -0.406
```

[3]
Below is a molecular structure, C27H23MoN7S4, with properties calculated with wB97M-V/def2-TZVPD.

Calculated values
HOMO-LUMO gap (alpha / beta) (hartree): 0.2576 / 0.2432
2S+1: 3
Strongest force on any atom (Eh/bohr): 0.003
Lowest unoccupied orbital energy (alpha / beta) (eV): -6.03 / -6.72
Total charge: +2

XYZ file:
```
62
C27H23MoN7S4 wB97M-V/def2-TZVPD
Mo 0.413 0.130 0.051
S 2.581 0.283 -1.009
C 2.591 -0.647 -2.499
C 3.788 -1.053 -3.079
C 3.765 -1.726 -4.291
C 2.564 -1.987 -4.942
C 1.368 -1.575 -4.380
C 1.404 -0.927 -3.153
S -0.061 -0.329 -2.370
C -0.995 -1.867 -2.142
C -2.052 -1.584 -1.128
C -3.297 -2.184 -1.199
C -4.233 -1.915 -0.217
C -3.894 -1.048 0.810
C -2.640 -0.472 0.821
C -2.216 0.447 1.919
S -0.515 0.034 2.397
C -0.677 -1.717 2.686
C -1.445 -2.151 3.761
C -1.573 -3.509 3.997
C -0.913 -4.415 3.175
C -0.124 -3.973 2.125
C 0.006 -2.610 1.863
S 1.111 -2.069 0.595
N -1.722 -0.727 -0.139
H 4.727 -0.844 -2.583
H 4.696 -2.048 -4.737
H 2.561 -2.505 -5.891
H 0.430 -1.751 -4.893
H -1.421 -2.180 -3.093
H -0.300 -2.625 -1.774
H -3.519 -2.859 -2.014
H -5.210 -2.377 -0.247
H -4.593 -0.822 1.602
H -2.195 1.490 1.596
H -2.868 0.366 2.786
H -1.931 -1.435 4.412
H -2.170 -3.858 4.828
H -1.002 -5.476 3.363
H 0.408 -4.683 1.504
N -2.205 2.105 -1.475
C -1.226 2.876 -0.987
N -1.299 4.164 -1.267
C -0.348 4.939 -0.747
N -0.351 6.230 -1.035
N 0.630 4.487 0.080
C 0.634 3.204 0.285
N -0.239 2.303 -0.232
C 1.685 2.671 1.182
C 2.523 3.508 1.893
C 3.482 2.948 2.721
C 3.579 1.568 2.805
C 2.718 0.791 2.057
N 1.779 1.335 1.269
H -2.916 2.550 -2.031
H -2.247 1.121 -1.297
H -1.057 6.607 -1.645
H 0.357 6.831 -0.649
H 2.411 4.576 1.780
H 4.150 3.582 3.289
H 4.319 1.091 3.431
H 2.771 -0.289 2.060
```

[4]
Below is a single C3H7N3 molecule, with properties calculated with wB97M-V/def2-TZVPD.

Calculated values
HOMO-LUMO gap (hartree): 0.2870
2S+1: 1
Strongest force on any atom (Eh/bohr): 0.055
Lowest unoccupied orbital energy (eV): 0.79

XYZ file:
```
13
C3H7N3 wB97M-V/def2-TZVPD
C 0.200 -0.750 -0.445
N -0.093 -1.692 0.531
N 0.603 -1.292 -1.668
N -0.840 2.349 1.120
C -0.260 0.551 -0.328
C -1.093 1.217 0.467
H 1.048 0.504 -0.244
H -0.466 -1.306 1.384
H 1.307 -2.016 -1.620
H 0.268 -2.629 0.445
H 0.834 -0.586 -2.351
H -1.591 2.882 1.524
H 0.085 2.768 1.186
```

[5]
Below is a molecular structure, C7H11N, with properties calculated with wB97M-V/def2-TZVPD.

Calculated values
HOMO-LUMO gap (hartree): 0.3600
2S+1: 1
Strongest force on any atom (Eh/bohr): 0.096
Lowest unoccupied orbital energy (eV): 1.19

XYZ file:
```
19
C7H11N wB97M-V/def2-TZVPD
C -0.863 1.418 1.271
C 0.582 0.687 0.199
C 1.120 -0.630 -0.734
C 0.600 -1.716 0.219
C -0.883 -1.176 -0.129
C 0.042 -0.952 -1.651
C -0.861 0.309 0.147
H -1.852 2.001 1.411
H -0.681 0.909 2.277
H 0.827 2.855 1.004
H 0.903 0.328 1.283
H 2.151 -0.454 -0.957
H 0.621 -2.582 -0.329
H 1.175 -1.744 1.260
H -1.657 -1.950 -0.097
H 0.114 -1.903 -2.181
H -0.434 -0.418 -2.417
H -1.364 0.948 -0.718
N 0.254 2.053 0.506
```

[6]
Below is a molecular structure, C15H11BCo2O6, with properties calculated with wB97M-V/def2-TZVPD.

Calculated values
HOMO-LUMO gap (hartree): 0.2487
2S+1: 1
Strongest force on any atom (Eh/bohr): 0.120
Lowest unoccupied orbital energy (eV): -1.13

XYZ file:
```
35
C15H11BCo2O6 wB97M-V/def2-TZVPD
O -0.757 10.311 5.496
C -0.616 9.345 4.925
Co -0.239 7.862 4.024
C 1.204 8.374 3.172
O 2.122 8.693 2.580
C 0.529 6.812 5.212
O 1.128 6.187 5.962
C -1.371 7.346 2.311
C -1.387 8.438 1.330
C -1.421 9.852 1.601
C -1.297 10.809 0.570
C -1.183 10.405 -0.756
C -1.221 9.057 -1.070
C -1.350 8.090 -0.054
C -1.620 6.054 2.250
C -1.090 4.803 1.724
Co -2.481 6.823 3.578
C -3.122 8.343 4.448
O -3.685 9.179 4.980
C -1.998 5.945 5.094
O -1.981 5.262 6.010
C -4.089 6.181 3.260
O -5.110 5.711 3.012
H -1.529 10.182 2.647
H -1.292 11.864 0.845
H -1.081 11.136 -1.534
H -1.155 8.702 -2.093
H -1.392 7.009 -0.286
H -1.464 3.940 2.449
H -0.049 5.044 1.151
H -1.183 4.078 1.057
B -0.713 1.968 0.699
H -1.889 1.680 0.457
H 0.092 2.075 -0.238
H -0.253 1.688 1.832
```